145
Properties=species:S:1:pos:R:3 method="wB97M-V/def2-TZVPD" energy_ev=-73573.1628 multiplicity=1 fmax_ev_per_a=3.1 de_lowest_kcal_mol=3.23 orbital_gap_ev=8.91
H 0.88294 -2.85992 -0.90625
C 0.64071 -0.15680 -0.89025
H 3.18406 -5.14079 1.81468
H -3.90720 -0.83429 -1.47431
C 1.28493 -5.49312 1.72303
C 0.88155 6.82803 -1.26397
C -1.41691 3.40058 -4.48289
N 0.51542 2.33165 -5.66499
H 2.22964 0.72091 1.49877
H -2.04146 1.32492 5.14267
H -0.74512 -2.56624 -0.32508
O -0.07679 -5.57029 3.66256
H -0.71064 -0.02396 3.60447
H -2.29999 -1.00635 -6.79868
H -0.39070 1.74873 -3.83412
C -0.05267 -1.14103 -1.86751
H -4.51903 -4.86414 0.15751
H -1.20195 -5.67358 5.34787
C -0.13346 -2.49006 -1.22383
N 2.35761 -0.83841 4.55618
H 0.99892 -4.44799 1.61293
H -0.70480 -1.95208 -6.34634
C 4.28645 5.09223 1.69680
H 0.27454 -0.18473 0.16772
C -1.68378 1.04009 -5.36063
N -0.73655 -2.46897 4.45305
C 4.21714 -2.25697 -1.32971
H 0.25732 4.58511 -0.35577
O 1.68247 1.44571 3.37282
H 5.62354 -1.35171 -0.22865
H 1.70276 -0.55232 -0.75110
C 0.30285 -6.36335 0.92881
N 3.50296 -1.94359 -2.44160
H 2.56420 5.58677 -1.84419
H 3.37826 -0.99485 -2.69249
O -2.78217 -0.20725 3.92695
H -2.26059 5.80999 1.04036
C -3.58395 -5.12869 -0.24701
H 0.29955 -6.54466 5.48707
H -1.89807 3.95117 -5.33534
H -1.73553 -0.19171 2.24627
C 2.79070 6.16504 0.15837
O -1.37790 4.30785 0.00973
H -2.82920 -2.47115 1.77255
H 0.03585 6.87971 -0.62293
H 3.14780 -2.68088 -2.99799
C -2.60249 5.03975 0.29330
H 1.40212 7.78043 -1.19910
O 4.22284 -3.40280 -0.94964
H -0.75454 -6.20683 1.08437
H 2.69697 -5.54543 0.28811
O -0.88977 -0.14745 -5.56786
H -3.49003 -6.18970 -0.54735
C -3.36232 -4.09710 -1.35453
O 3.64040 5.08953 0.43765
H 5.07899 5.90267 1.78855
H 1.04769 3.42226 3.44765
C 1.24870 -5.74405 3.18489
O -2.67946 2.16703 -1.57512
H -2.39819 6.47867 -1.31563
H -3.26694 5.04283 -1.81685
C -3.68507 4.10052 0.91911
C -3.11153 5.74617 -1.00975
H -0.50129 -2.08719 2.46391
C -2.49928 0.33653 5.19905
H 0.63187 0.90454 -1.29356
O -3.60202 -2.77409 -0.69807
C -2.92118 1.02013 -1.11927
H -2.38116 0.82774 -4.51041
N -3.64765 0.08242 -1.80852
C -0.67774 2.13135 -4.84840
H 0.88736 -0.06658 2.44149
H 1.88623 -5.06047 3.62807
H -2.39606 -0.40546 0.27368
H -4.04458 6.20829 -0.80905
H -4.29348 -3.33471 -3.24167
N 3.75295 2.25286 -0.85975
H -2.20566 3.18945 -3.74703
H 2.31956 -0.00036 5.11007
H 3.37191 7.05312 -0.13180
H 4.70407 -0.33671 -1.23415
H 1.98957 3.30316 -2.46664
H -5.33862 -4.30974 -2.09670
H -1.01967 -0.76561 -2.19609
H -2.27990 -3.87369 2.76081
H 1.98792 -2.24660 2.14066
H -4.45079 -2.91012 -0.25930
N 2.61201 -5.81949 1.23627
H -2.06342 -1.84069 -5.19441
H 0.16712 -1.95278 4.62046
H -1.88239 -0.40979 5.75102
H 0.38725 2.49907 2.00562
C -1.49928 -1.27766 -5.97678
H 3.61820 5.14117 2.54549
H 0.58230 -7.40457 1.15673
N 1.19717 4.44574 -0.76579
H -0.51945 -3.12180 -1.97227
H -2.30884 -4.06156 -1.71301
H -0.61178 -3.45911 4.34163
C -1.61874 -0.52013 3.23810
H -0.78477 4.12117 -4.05520
H -3.08401 3.61218 1.74274
H -1.56196 3.59820 -0.59457
C -4.33330 -4.22083 -2.55049
N -2.35391 0.59114 0.07608
H 0.86038 1.53224 -6.08453
H -4.00979 3.42135 0.13005
C -0.17737 -5.65417 5.09840
H 1.56266 -6.78899 3.47675
C 1.87967 5.76198 -0.96364
C 1.23624 2.64743 2.71070
H -4.49549 4.66586 1.35579
C -2.52286 -2.82514 2.78674
H 2.91820 -1.59105 4.97085
H -3.44581 0.49141 5.66217
H 3.45214 -2.61364 2.95885
C 1.90764 0.38339 2.47587
N 4.71051 -1.19136 -0.62601
H 1.94958 3.07046 1.98529
H -4.06930 -5.04831 -3.23349
H 2.55178 2.34448 -3.82658
H -2.33271 1.09795 -6.26234
H -3.36509 -2.70535 3.42442
H 1.66880 3.89103 -0.03862
H 2.14961 6.48172 1.00371
C 3.46297 1.84119 -2.15254
H 0.21610 -4.75110 5.60908
O 3.92110 0.80666 -2.62449
C 2.97747 -1.85073 2.38110
H -1.50384 1.04830 0.33172
H 3.81269 3.24452 -0.81436
H 3.80856 -0.07763 3.39950
H -4.26862 0.31293 -2.53594
H -2.84430 -4.93986 0.57680
C 2.82638 -0.54373 3.21074
N 2.64862 2.63079 -2.87238
H 3.45613 -1.70203 1.41433
H 0.46276 6.63536 -2.26175
C -1.30434 -1.99314 3.19708
H 0.60386 -6.27285 -0.11354
H 0.54284 3.13771 -6.31674
H 4.39773 1.67631 -0.35162
H 0.42810 -0.77461 -3.74662
H 4.84725 4.17858 1.87028
O 0.81410 -1.29154 -2.99739